Computed, not measured: a structure of composition C37H59Br2CsGeN2O4 in a non-equilibrium geometry, with ωB97M-V/def2-TZVPD.

Each line ends with the Mulliken charge.
Cartesian coordinates (Å):
Cs (-1.81870, 0.23374, -0.22371)  1.202
C (5.80199, 2.32885, 3.31540)  -1.723
C (5.32220, 0.89978, 3.02317)  2.170
C (6.11974, 0.36412, 1.83419)  -2.002
C (5.62147, 0.00864, 4.23720)  -1.698
C (3.82191, 0.89857, 2.75043)  -0.718
C (3.26674, 0.44745, 1.60034)  -0.024
C (1.85094, 0.52200, 1.35439)  -1.495
N (1.27161, 0.12254, 0.24332)  0.088
C (1.78471, -0.75828, -0.62897)  -0.968
C (2.72369, -1.77025, -0.26949)  0.135
C (3.16448, -2.69910, -1.15698)  -1.347
C (2.66498, -2.61178, -2.47915)  0.094
C (1.73737, -1.71735, -2.91778)  -0.190
C (1.20245, -0.73277, -1.97881)  1.339
O (0.34892, 0.09898, -2.28822)  -0.909
C (1.25810, -1.85248, -4.37146)  2.180
C (0.57799, -3.22296, -4.54211)  -1.602
C (0.26264, -0.78507, -4.83364)  -2.313
C (2.46714, -1.76498, -5.31901)  -1.732
C (4.05179, -3.85916, -0.70362)  2.077
C (4.60340, -4.65758, -1.88766)  -2.225
C (5.24627, -3.33166, 0.10318)  -1.701
C (3.23182, -4.80862, 0.18171)  -1.748
C (0.97164, 1.19919, 2.32888)  0.982
O (-0.22551, 1.36898, 2.11478)  -0.804
C (1.60351, 1.61128, 3.59693)  0.027
C (2.93883, 1.43348, 3.75355)  -0.017
C (0.73371, 2.23521, 4.68347)  2.211
C (1.54668, 2.58528, 5.93273)  -2.188
C (0.09561, 3.53446, 4.16455)  -1.680
C (-0.36325, 1.24420, 5.10078)  -1.715
H (6.87781, 2.33468, 3.51541)  0.447
H (5.29692, 2.75583, 4.18323)  0.316
H (5.60562, 2.97839, 2.46040)  0.374
H (7.18648, 0.37803, 2.07271)  0.480
H (5.96471, 0.97408, 0.94299)  0.406
H (5.84186, -0.66419, 1.59495)  0.183
H (6.69293, 0.01331, 4.45877)  0.486
H (5.31366, -1.01994, 4.03868)  0.316
H (5.09234, 0.35067, 5.12794)  0.289
H (3.88686, 0.09400, 0.78999)  0.969
H (2.98503, -1.84981, 0.77532)  1.071
H (3.01219, -3.35311, -3.18661)  0.073
H (-0.28149, -3.30774, -3.87627)  0.352
H (1.25953, -4.04349, -4.31458)  0.295
H (0.22895, -3.34589, -5.57210)  0.462
H (-0.66361, -0.82923, -4.26712)  0.397
H (0.03896, -0.97147, -5.88947)  0.533
H (0.66125, 0.22110, -4.72847)  0.419
H (3.20406, -2.54441, -5.12291)  0.288
H (2.96367, -0.79770, -5.21424)  0.387
H (2.13569, -1.87037, -6.35644)  0.450
H (5.16185, -4.01814, -2.57472)  0.402
H (3.80762, -5.15188, -2.44775)  0.388
H (5.27981, -5.43368, -1.51973)  0.462
H (5.84378, -2.64308, -0.49887)  0.364
H (5.88591, -4.16022, 0.42181)  0.471
H (4.92043, -2.79942, 0.99964)  0.248
H (2.37240, -5.19859, -0.36569)  0.387
H (2.85133, -4.28966, 1.06095)  0.335
H (3.84434, -5.65166, 0.51646)  0.436
H (3.39343, 1.74701, 4.68593)  0.324
H (2.32854, 3.31844, 5.71814)  0.362
H (2.01180, 1.70042, 6.37609)  0.375
H (0.87826, 3.02046, 6.67876)  0.454
H (0.87078, 4.25675, 3.89359)  0.344
H (-0.52546, 3.97870, 4.94699)  0.449
H (-0.52268, 3.34353, 3.29167)  0.344
H (0.08118, 0.32670, 5.49618)  0.332
H (-0.99797, 0.98759, 4.25627)  0.374
H (-0.98307, 1.68892, 5.88445)  0.447
Br (-5.02118, 0.56237, -2.57559)  -0.057
C (-3.95389, -0.78696, -3.46734)  -0.146
Br (-3.67585, -2.35311, -2.37906)  -0.018
H (-2.98854, -0.33406, -3.67637)  -0.222
H (-4.46894, -1.04594, -4.38550)  0.439
C (-7.71187, 2.03625, -0.10372)  -1.086
Ge (-7.96964, 3.12082, -1.73892)  0.297
C (-8.67689, 1.90381, -3.15256)  -1.084
C (-9.60548, 4.20102, -1.32256)  -1.383
C (-6.46724, 4.12845, -2.19071)  -0.911
H (-8.66714, 1.68435, 0.29263)  0.331
H (-7.22630, 2.64553, 0.66318)  0.301
H (-7.07918, 1.16617, -0.29280)  0.296
H (-9.65446, 1.49789, -2.88238)  0.343
H (-7.99211, 1.07984, -3.33406)  0.267
H (-8.78409, 2.46454, -4.08638)  0.311
H (-10.45976, 3.55851, -1.08473)  0.331
H (-9.86676, 4.82760, -2.17965)  0.390
H (-9.41151, 4.86212, -0.47453)  0.379
H (-5.60480, 4.10137, -1.53034)  0.266
H (-6.28311, 4.40428, -3.22648)  0.119
C (-3.51322, 3.68244, -3.22735)  -0.066
C (-2.63794, 3.65604, -2.06325)  0.449
N (-1.97015, 3.68285, -1.14895)  -0.451
H (-4.56333, 3.61216, -2.90525)  -0.510
H (-3.28243, 2.84005, -3.87874)  0.194
H (-3.35897, 4.61789, -3.76653)  0.318
C (-3.43419, -3.35390, 2.86096)  -0.564
O (-3.72284, -4.01171, 1.63872)  -0.232
C (-3.13913, -3.47349, 0.43696)  -0.676
O (-2.40718, -2.50820, 0.62778)  -0.289
H (-2.49305, -3.70984, 3.29964)  0.199
H (-4.25058, -3.57496, 3.55290)  0.231
H (-3.34875, -2.27377, 2.73021)  0.234

Output
**Charge**: -2
**Max |F|**: 0.0455 Eh/bohr
**HOMO-LUMO gap (spin up / spin down)**: 3.60 / 3.60 eV
**Relative energy (zero: lowest compared OMol25 entry of this formula, charge and spin)**: 18.5 kcal/mol
**LUMO (spin up / spin down)**: 2.90 / 2.89 eV
**E**: -247644.197 eV